(1)
The following is a quantum chemistry calculation of a molecular structure, C21H19ClN4O3, from OMol25.

Its energy relative to the best compared isomer or geometry (same formula, charge and spin) is 404.5 kcal/mol. As for the LUMO energy: -0.1 eV. As for the HOMO energy: -8.53 eV.

```
! RIJCOSX wB97M-V def2-TZVPD def2/J DEFGRID3
* xyz 0 1
C 0.3235 -1.4369 1.8037
O -1.6273 -1.8711 0.1682
H 2.9537 -4.5947 -0.4884
N 3.8690 -2.1019 2.8864
C 1.7027 -3.0503 0.3534
H 1.2171 -5.0014 -0.7535
C -1.1675 3.4329 -1.5323
H 2.2309 4.2138 -3.2052
N -1.0985 1.8829 0.9131
H -2.8261 1.4237 -2.5014
C 1.8312 -1.2162 2.4817
H -1.2495 0.5711 3.6933
C -1.9012 0.5799 2.9438
N -0.1689 1.7647 -0.3035
C 1.7672 -4.2241 -0.5286
C 1.3131 3.1270 -1.6970
H -2.8877 -2.6337 -1.4060
H -3.8650 0.9373 -1.1093
H -2.0004 5.0695 -2.6460
H -3.4134 -1.4020 -0.2537
C -1.1073 4.5456 -2.3427
H -0.6616 -1.7000 2.4919
C 1.1593 3.9279 -2.8786
H -2.5513 1.5202 3.0451
C -3.1655 0.5686 -1.8055
O -0.5219 -3.2974 -1.4620
C 0.0651 0.0649 1.2098
O 2.6696 -3.1078 1.0784
H -1.6615 -0.6948 -2.5663
H -2.3135 -0.3243 2.5034
C -0.6106 -2.5668 -0.1369
H 1.9747 -3.5669 -1.5815
C -0.8495 0.8080 1.5748
H 4.6160 -2.3304 2.5516
C 0.6049 -2.5032 0.5047
C -2.5083 -0.5170 -1.8996
H 0.2662 5.5570 -3.7601
C -2.8475 -1.6750 -0.9941
C 0.0884 4.7054 -2.9305
H 1.9311 2.3840 -1.6330
C -0.0336 2.7950 -1.1987
H -1.9239 3.2664 -0.9499
N 1.8023 0.2974 4.3513
C 1.5893 -0.4600 3.5167
H 3.9430 -1.4623 3.5915
Cl 1.7486 -0.0591 -1.2877
C 2.7904 -2.2132 2.1032
C 0.5046 0.5673 0.0860
*
```



(2)
The following is a quantum chemistry calculation of a molecular structure, C6H14AlO4, from OMol25.

Its energy relative to the best compared isomer or geometry (same formula, charge and spin) is 0.0 kcal/mol. As for the LUMO energy (alpha / beta): -0.4 / -2.2 eV. As for the HOMO energy (alpha / beta): -6.07 / -6.06 eV.

```
! RIJCOSX wB97M-V def2-TZVPD def2/J DEFGRID3
* xyz 0 2
C 1.6006 -1.4172 0.7671
H -2.5076 2.1536 -0.4397
H -3.0071 1.6422 1.2094
O 0.1544 -1.4693 0.9499
C -0.6605 -1.3470 -0.2700
C -1.7911 -0.3940 0.0165
H -2.4851 -0.8032 0.7695
O 2.0608 0.5399 -0.5422
H -2.3775 -0.1978 -0.8934
H 1.8409 -1.9578 -0.1658
C 2.2083 1.9255 -0.5847
H 1.3776 2.4352 -0.0574
H 0.0450 -1.0073 -1.0392
C 2.0729 0.0110 0.7978
H -1.5240 -3.3560 -2.8275
H 2.0324 -1.9796 1.6072
H -1.0748 -2.3071 -0.6200
C -2.1507 1.9031 0.5693
O -1.6963 -2.9822 -1.9578
H 3.1113 0.0483 1.1791
Al 0.2609 0.4790 1.7963
H 2.2019 2.2415 -1.6373
O -1.2320 0.8255 0.4993
H 3.1600 2.2534 -0.1262
H -1.6204 2.7603 0.9999
*
```



(3)
The following is a quantum chemistry calculation of 2 unconnected molecules or ions with the total composition C5H11NO, from OMol25.

Its energy relative to the best compared isomer or geometry (same formula, charge and spin) is 82.9 kcal/mol. As for the LUMO energy: 0.9 eV. As for the HOMO energy: -7.90 eV. The SMILES is C=CC/C=C/N.O.

```
! RIJCOSX wB97M-V def2-TZVPD def2/J DEFGRID3
* xyz 0 1
H 3.5412 1.1585 1.2601
H 1.6856 -0.3418 -0.2808
C -1.6390 -0.4075 -0.1253
C 1.3584 0.6717 -0.5663
C 2.1634 1.7500 -0.2933
C 0.1257 0.7693 -1.4356
O -3.1872 -3.9564 2.0182
H 0.0610 1.5488 -2.1863
H 0.2056 -0.0399 -2.2085
H 3.5622 2.7917 0.7206
C -1.1390 0.6922 -0.6950
H -1.6290 1.6960 -0.6672
H -3.9221 -4.3111 2.5225
H -0.9716 -1.2692 -0.2670
H -2.4012 -4.6609 2.0274
H 1.7225 2.6671 -0.7520
N 3.2323 1.8861 0.7116
H -2.7689 -0.6448 0.2168
*
```



(4)
The following is a quantum chemistry calculation of 16 unconnected molecules or ions with the total composition C28H78N33O17, from OMol25.

As for the LUMO energy: -5.0 eV. As for the HOMO energy: -9.91 eV.

```
! RIJCOSX wB97M-V def2-TZVPD def2/J DEFGRID3
* xyz 1 1
N 2.0723 -7.1260 -1.2861
N 2.4888 3.3111 7.2557
H 7.7045 -7.0316 -3.3419
H -4.3558 6.7125 -7.6338
H -4.6573 3.1972 -4.4896
H 1.4334 2.9474 3.4871
O -3.9767 5.9781 2.2080
H 1.7884 -8.0722 -1.4758
N 7.1471 -4.5671 -8.9759
H 2.7737 -1.3022 -4.4103
O 3.6547 0.9978 7.9446
H -4.9315 6.0267 -5.5112
H 9.0857 -6.1018 -9.3118
O -3.4098 5.9377 9.4759
H -0.3343 1.3930 8.0226
N -7.3683 -0.6221 -7.5631
H 4.7190 3.0741 8.3495
O 5.0372 -3.1661 -7.9297
N -1.7160 3.6459 -3.3710
C -1.3898 -1.7493 -2.6937
H -3.8209 3.5448 2.5971
H 7.0134 -1.7135 -7.6449
N -0.3528 1.2270 3.7628
H 0.1979 1.0369 -0.4580
N 6.1404 -1.2832 -7.3691
H 2.3191 -4.2469 -2.9453
H 8.8161 -5.7023 -3.1975
C 5.0247 -2.0233 -7.5000
H -5.5586 7.4535 -8.6476
C -5.1662 0.5208 2.0916
O 0.7351 -1.9050 -4.2245
C -1.2026 -0.4467 -1.6539
H 3.0314 -1.9240 -7.2012
H -0.8667 5.4221 2.4768
O -0.3164 3.4087 6.5966
C 2.7322 -3.5675 -3.8356
H 5.6342 -0.3087 5.8403
N -3.2516 -3.1498 -3.9905
O 3.2493 5.3635 6.7210
H 0.0309 -3.2571 9.7555
H -4.1898 -3.5613 -5.9330
O -0.5482 1.4348 1.5278
C -2.5640 6.6718 9.9623
N 0.7708 -2.5777 9.7015
N -2.4024 6.8155 11.2900
N 8.1963 -6.3643 -2.7620
N 8.6528 -5.5140 -0.7148
C -2.6712 0.1547 -1.2669
H -3.8347 -1.7042 -5.6157
H 2.1643 -1.6523 -2.6506
H -1.8741 1.7030 8.7686
N -4.1785 -1.2790 -2.5085
N 3.7736 -1.1500 7.2743
C -5.0406 -4.5591 -2.3280
H 0.0795 1.4791 4.6354
H -1.5559 2.7597 -2.9226
H 2.6120 2.4134 7.6926
N 4.5588 3.9602 7.9011
C -1.2045 3.0940 7.3732
H -5.8806 -5.2400 -2.8342
H -2.0868 3.4818 2.7085
H 3.8637 -0.4617 -6.7625
N 4.2559 -7.7041 -1.4297
H 5.2332 -7.4462 -1.3886
H -5.3927 0.9599 4.0481
H -5.2876 -2.5323 -4.7518
H 2.5871 -4.1034 -4.8685
H 1.2664 3.0926 1.7624
C -2.9434 5.3473 2.3669
H -1.0914 0.5357 3.7624
N -3.7860 2.9968 -4.0164
H 8.5135 -5.5241 0.2872
N -0.6972 -0.9581 9.1147
H -6.3520 1.9668 3.0044
H -1.6960 6.9240 2.1936
N 5.1936 0.3891 6.4157
C 2.1301 -2.0422 -3.7613
H -3.0193 6.2830 11.8894
H -3.6628 2.0990 -3.5795
H -8.2467 -0.1329 -7.5941
O 3.6764 -5.5722 -0.9877
H -4.6846 -5.1543 -1.3562
H 4.1888 -1.8753 6.7143
H -5.2267 0.4063 0.0778
H -7.2683 1.6025 -6.4372
H -0.5875 -3.6041 -3.7505
N -5.3013 7.0297 -7.7658
O 1.4955 -0.4799 9.3137
N -2.3141 3.8342 7.5478
H -1.0151 8.0124 9.5961
H 10.3081 -4.8874 -9.0784
N -6.4070 1.0828 -6.4265
O -7.4058 7.3189 -7.0149
H -7.2995 -1.5359 -7.9916
O 7.2163 -7.2364 -0.9302
N 9.3307 -5.1453 -9.1194
H 3.0086 -1.3848 7.8933
H -0.9879 4.3478 -3.3456
N -5.6906 1.2171 3.1161
H 6.8632 -5.5134 -9.1656
O -5.2025 -0.7467 -6.9544
O -4.3643 -0.3859 2.2515
H -6.2567 1.6490 0.7247
H 0.9885 0.1658 -2.0431
H 1.3835 -3.5353 0.7459
N -4.0403 -0.2160 -1.6752
H -5.4833 -3.5438 -1.9166
C 0.5814 -1.2871 9.3728
H 6.1501 -0.3408 -7.0173
H 1.7190 -2.8671 9.9035
H 6.4374 -3.8625 -8.8237
H 4.0109 -8.6607 -1.6220
C 8.4302 -4.1682 -8.9095
C -6.2586 -0.1344 -6.9797
N -5.8669 6.3559 -5.6804
H 3.8985 -3.4724 -3.6307
N -2.9273 4.0184 2.5754
H -3.0560 3.5916 8.1824
C 0.8824 -1.1984 -0.2143
C 1.3698 -2.4007 0.3794
H 5.2869 4.6622 7.9265
N 3.8941 -1.4020 -7.1187
H 9.2806 -4.8367 -1.1137
H 0.4684 -3.0134 -2.3018
N -1.7286 5.9247 2.3479
N 0.9773 2.6695 2.6346
H -5.1663 -1.5689 -2.7809
N -5.5971 0.9048 0.8764
H -6.5610 6.2592 -4.9509
H -2.3926 4.6822 7.0017
H 5.5257 1.3436 6.3711
C -3.7095 -4.3924 -3.2704
O -3.0255 5.0491 -4.5511
H -1.4634 -1.6086 9.1583
H -2.6251 1.0794 -0.5090
H 1.3626 -6.4214 -1.1339
C 7.9735 -6.4234 -1.4367
C -0.0090 1.7566 2.5750
C -6.2641 6.9265 -6.8320
H -1.7118 7.4150 11.7092
C -2.9726 -1.9909 -3.0097
N -1.1529 1.9788 8.1237
O -2.9128 -5.4899 -3.3979
C 3.3553 -6.7271 -1.2197
C -2.8535 3.9663 -4.0137
C -0.1208 -2.6248 -3.2651
C 4.1742 0.1340 7.2555
H -5.5956 1.4864 -5.9768
C 3.4213 4.2807 7.2583
O 8.7512 -3.0133 -8.6775
C 0.2566 0.0658 -1.1113
H 1.6175 3.5116 6.7825
H -0.8834 0.0039 8.8633
C -4.1696 -2.7244 -5.1090
N -1.7180 7.4025 9.2140
H -1.8060 7.3233 8.2093
*
```



| no. | DFT total energy (Ha) |
| --- | --- |
| 1 | -1715.9425 |
| 2 | -780.2125 |
| 3 | -326.9993 |
| 4 | -4199.5926 |